Density functional theory data (wB97M-V/def2-TZVPD) for a gas-phase ion, CH7N4 (charge +1).

- Total charge: +1
- Energy above the lowest of the compared OMol25 structures with the same formula, charge and spin: 1.2217 eV
- LUMO energy: -4.595 eV
- Structure (SMILES): NC/[NH+]=N/N
- Kohn-Sham gap: 9.96 eV

Geometry as XYZ:
```
12
Properties=species:S:1:pos:R:3:forces:R:3
N 1.875 0.193 -0.466 -1.858 -3.309 -1.601
C 0.988 -0.497 0.341 0.519 -0.204 3.471
N -0.555 0.110 0.431 2.865 -4.273 -2.472
N -1.425 -0.438 -0.289 0.981 0.578 0.367
N -2.554 0.110 -0.314 -2.664 -1.437 -1.687
H 2.252 1.073 -0.519 0.611 2.664 1.330
H 1.610 -0.058 -1.399 0.571 -0.110 -0.780
H 1.229 -0.433 1.480 -0.165 -0.149 -2.115
H 1.012 -1.618 0.035 -0.992 2.137 0.451
H -0.709 0.877 0.985 -0.766 2.565 1.662
H -3.321 -0.353 -0.807 0.791 -0.212 -0.144
H -2.908 0.800 0.278 0.106 1.750 1.518
```
Forces are in eV/Å.

Density functional theory data (wB97M-V/def2-TZVPD) for a molecular structure, CH7N4.

- Total charge: +1
- Energy above the lowest of the compared OMol25 structures with the same formula, charge and spin: 2.3915 eV
- LUMO energy: -3.621 eV
- Kohn-Sham gap: 10.78 eV

Geometry as XYZ:
```
12
Properties=species:S:1:pos:R:3:forces:R:3
C 1.223 0.441 -0.119 -0.580 0.670 0.033
N 0.095 -0.121 0.119 -0.429 -1.295 0.717
N 2.280 -0.326 -0.036 1.472 -0.286 0.077
N -2.239 -0.428 0.047 -1.552 -4.995 2.102
N -1.149 0.492 -0.137 0.716 -0.300 -0.511
H 1.395 1.482 -0.358 -0.077 0.325 -0.128
H 3.218 0.065 0.001 -0.432 -0.277 -0.115
H 2.131 -1.310 0.144 0.229 0.150 0.087
H -2.381 -0.980 1.266 1.279 3.095 -4.212
H -2.028 -1.414 -0.365 0.129 2.562 0.071
H -1.507 1.144 0.544 0.779 1.368 0.411
H -1.038 0.955 -1.105 -1.533 -1.017 1.467
```
Forces are in eV/Å.